Model A:
100
Properties=species:S:1:pos:R:3 method="wB97M-V/def2-TZVPD" smiles="CC(C)=O.CC(C)=O.CC(C)=O.CC(C)=O.CC(C)=O.CC(C)=O.CC(C)=O.CC(C)=O.CC(C)=O.CC(C)=O" multiplicity=1 gap_ha=0.349 total_charge=0
C -0.083 1.220 -0.061
C 0.551 0.129 0.645
C -0.099 -1.266 0.293
O 1.554 0.213 1.311
H -0.977 1.465 0.602
H -0.360 1.098 -1.093
H 0.671 2.079 -0.107
H 0.113 -1.857 1.135
H 0.656 -1.475 -0.535
H -1.200 -1.066 0.344
C -4.095 -4.497 3.268
C -3.061 -3.679 3.939
C -1.887 -3.159 3.048
O -3.186 -3.248 5.127
H -3.623 -5.404 2.759
H -4.529 -3.847 2.509
H -4.882 -4.841 4.009
H -1.407 -2.413 3.650
H -2.016 -2.720 1.893
H -1.029 -3.876 2.911
C 0.867 -1.581 -4.449
C -0.384 -0.663 -4.411
C -1.267 -0.617 -5.695
O -0.711 0.018 -3.426
H 1.757 -1.104 -5.171
H 0.644 -2.542 -4.564
H 1.417 -1.449 -3.499
H -0.772 -0.548 -6.641
H -1.545 0.449 -5.722
H -2.222 -1.231 -5.566
C 3.848 2.484 0.762
C 5.351 2.556 1.259
C 5.641 2.907 2.638
O 6.285 2.285 0.423
H 3.291 1.868 1.532
H 3.996 2.305 -0.491
H 3.434 3.512 0.711
H 5.047 3.821 2.872
H 6.746 3.158 2.828
H 5.161 2.093 3.331
C -3.939 4.141 -2.172
C -3.413 3.129 -1.102
C -3.505 1.641 -1.450
O -3.055 3.480 0.001
H -3.332 3.923 -3.015
H -3.781 5.034 -1.729
H -4.925 4.012 -2.252
H -2.712 0.999 -1.057
H -3.494 1.433 -2.509
H -4.292 1.277 -0.894
C 4.866 3.249 -3.941
C 3.892 2.201 -3.429
C 2.567 2.670 -2.769
O 4.068 0.992 -3.624
H 4.910 3.989 -3.437
H 4.330 3.552 -4.847
H 6.012 2.807 -4.204
H 2.113 2.103 -2.211
H 1.775 2.938 -3.717
H 2.484 3.741 -2.352
C 0.016 3.031 3.051
C -0.856 4.209 3.525
C -1.728 3.866 4.707
O -0.885 5.314 2.875
H 0.885 3.003 3.677
H 0.460 3.075 1.945
H -0.561 1.883 3.108
H -1.151 3.527 5.543
H -2.514 3.182 4.354
H -2.219 4.837 5.030
C -5.739 -0.751 2.884
C -4.508 -0.378 2.033
C -3.340 0.436 2.720
O -4.384 -0.875 1.001
H -5.367 -1.548 3.605
H -6.737 -0.866 2.310
H -6.122 0.157 3.533
H -3.784 1.529 2.932
H -2.571 0.665 1.845
H -2.904 -0.101 3.369
C -0.706 -4.728 -0.077
C -0.421 -5.936 -1.032
C 0.463 -5.482 -2.179
O -0.657 -7.044 -0.728
H -0.026 -4.758 0.807
H -1.614 -4.990 0.598
H -0.728 -3.594 -0.390
H 1.028 -6.127 -2.618
H 1.213 -4.874 -1.857
H 0.135 -5.077 -3.043
C 4.285 -0.741 -0.714
C 4.254 -2.323 -0.568
C 2.923 -2.899 -0.230
O 5.326 -2.991 -0.669
H 3.621 -0.522 -1.514
H 5.127 -0.290 -0.978
H 3.682 -0.407 0.150
H 3.083 -4.084 -0.034
H 2.413 -2.749 -1.186
H 2.342 -2.464 0.556

=====

Model B:
100
Properties=species:S:1:pos:R:3 method="wB97M-V/def2-TZVPD" smiles="CC(C)=O.CC(C)=O.CC(C)=O.CC(C)=O.CC(C)=O.CC(C)=O.CC(C)=O.CC(C)=O.CC(C)=O.CC(C)=O" multiplicity=1 gap_ha=0.354 total_charge=0
C -0.173 0.551 -6.448
C -0.903 0.216 -5.189
C -1.593 -1.236 -5.141
O -0.990 0.871 -4.288
H 0.689 -0.057 -6.428
H 0.032 1.683 -6.096
H -0.625 0.143 -7.363
H -2.806 -1.249 -5.099
H -1.241 -1.910 -4.282
H -1.269 -1.756 -5.956
C 0.794 -2.621 3.458
C 1.026 -1.713 4.683
C -0.369 -1.069 5.085
O 2.058 -1.340 5.090
H 1.724 -2.948 2.971
H 0.187 -2.169 2.552
H 0.086 -3.419 4.017
H -0.161 -0.449 5.981
H -1.033 -1.868 5.240
H -0.905 -0.347 4.502
C 3.325 2.334 3.876
C 1.919 2.799 3.654
C 0.945 2.600 4.731
O 1.524 3.258 2.556
H 3.288 1.334 4.166
H 3.789 3.038 4.585
H 3.614 2.333 2.880
H 1.058 3.196 5.762
H 0.669 1.716 4.984
H -0.150 3.079 4.386
C -1.836 5.025 1.716
C -1.899 3.842 0.666
C -1.127 3.927 -0.630
O -2.537 2.845 1.077
H -1.939 6.055 1.136
H -0.799 5.103 2.127
H -2.403 4.954 2.544
H -1.607 3.088 -1.098
H 0.048 3.862 -0.675
H -1.544 4.767 -1.092
C -4.845 1.661 -0.956
C -5.465 0.394 -1.529
C -4.922 -0.947 -1.107
O -6.185 0.456 -2.482
H -4.199 1.953 -1.636
H -4.490 1.400 0.140
H -5.652 2.415 -0.595
H -5.501 -1.840 -1.313
H -4.387 -1.048 -0.121
H -4.273 -1.232 -1.915
C 2.279 -5.131 0.021
C 2.084 -4.474 -1.329
C 0.681 -4.120 -1.726
O 3.019 -4.347 -2.096
H 1.593 -5.803 0.249
H 2.448 -4.569 0.939
H 3.317 -5.587 0.042
H 1.002 -3.805 -2.744
H 0.403 -3.096 -1.160
H -0.062 -4.899 -1.522
C 0.239 0.601 1.011
C -0.995 -0.140 0.288
C -1.223 0.117 -1.179
O -1.639 -0.854 1.044
H 0.336 1.560 0.574
H 1.126 0.093 0.756
H 0.220 0.768 2.074
H -1.341 -0.922 -1.712
H -0.525 0.673 -1.706
H -2.269 0.524 -1.408
C -2.646 -5.829 -0.247
C -1.905 -4.890 0.741
C -2.820 -3.918 1.622
O -0.747 -5.075 1.096
H -2.649 -6.792 0.199
H -2.054 -5.898 -1.141
H -3.676 -5.650 -0.268
H -3.316 -4.341 2.483
H -3.463 -3.421 1.134
H -2.135 -3.345 2.205
C 2.327 -0.812 -2.460
C 3.481 -0.326 -1.642
C 4.949 -0.822 -1.914
O 3.415 0.293 -0.606
H 1.389 -1.080 -1.894
H 2.471 -1.565 -3.169
H 1.965 -0.043 -3.179
H 4.796 -1.791 -2.060
H 5.664 -0.402 -1.311
H 5.113 -0.500 -2.873
C 3.101 6.064 0.299
C 2.769 4.959 -0.543
C 3.137 3.554 -0.094
O 2.141 5.107 -1.674
H 4.028 6.048 0.761
H 2.470 5.871 1.166
H 2.936 6.908 -0.429
H 2.239 2.851 0.117
H 3.693 3.457 0.915
H 3.686 3.119 -0.775

=====

Relative energy table, unit kcal/mol: model A 40.5; model B 0.0